[1]
Below is C3H4ClN3 as an isolated structure at a distorted geometry, with properties calculated with ωB97M-V with the def2-TZVPD basis set.

Structure (XYZ):
```
11
Properties=species:S:1:pos:R:3:lowdin_charge:R:1
Cl -0.30632 1.69569 1.70856 0.649
N 1.19077 -0.48008 -0.37854 0.065
N -1.36721 -0.82286 -0.10803 0.191
N 1.14048 -2.90923 -0.23787 0.123
C 1.16377 -1.75191 -0.21510 -0.499
C -0.62888 0.11652 -0.13699 -0.336
C -0.60507 1.57777 0.01545 -0.551
H 1.72456 0.20748 0.14460 0.078
H -1.45680 2.24991 -0.06586 0.081
H 0.32745 1.96742 -0.44439 0.086
H -1.18276 -1.85071 -0.28182 0.112
```

The HOMO-LUMO gap comes out at 9.9 eV. The calculation puts the LUMO energy at 0.3761 eV. As for the total energy: -20165.644 eV.


[2]
Below is C27H37BaN10S as an isolated structure at a distorted geometry, with properties calculated with ωB97M-V with the def2-TZVPD basis set.

Structure (XYZ):
```
76
Properties=species:S:1:pos:R:3:lowdin_charge:R:1
Ba -0.68859 -0.20859 0.65366 1.857
S 0.91772 -1.07264 2.92440 0.431
N 0.37961 2.14189 -1.12051 0.048
N -2.89904 -0.84723 -0.38179 -0.080
N 3.13560 -2.36864 2.28568 0.065
N 2.67247 -0.82394 0.74751 -0.049
N -5.18872 -1.17303 -1.04298 -0.142
N 1.83104 0.10260 0.18344 -0.234
N -1.12909 -4.79296 -1.32858 -0.145
N -3.71318 0.06971 -2.31092 -0.142
N 0.28131 -3.24169 -2.28389 -0.140
N -0.83781 -2.64298 -0.36158 -0.011
C 1.18124 -2.10874 -2.14302 -0.050
C -3.62523 -1.87388 3.66904 -0.020
C -0.63921 -4.00801 1.62650 -0.046
C -2.35569 -2.28617 1.58230 -0.182
C 0.30502 3.76952 -2.88268 -0.052
C -0.35898 -5.95297 -1.77283 -0.043
C -0.57330 -3.54614 -1.26719 -0.381
C -2.64758 -2.61179 2.94793 -0.154
C -6.35687 -0.35317 -1.36343 -0.041
C -3.12941 -1.22341 0.97156 -0.446
C 2.27736 -1.39116 1.88906 -0.904
C 2.34134 0.72953 -0.79689 -0.134
C -1.95508 -3.65571 3.59796 -0.028
C 1.59511 1.76041 -1.54980 -0.277
C -4.35363 -0.26351 -3.58668 -0.034
C -0.97785 -4.34790 2.94397 -0.055
C -2.42757 -5.09328 -0.74843 -0.028
C -4.00698 -0.49640 1.73969 -0.050
C -1.29886 -3.02177 0.92631 -0.352
C 1.54329 3.34867 -3.33517 -0.045
C -3.92162 -0.66791 -1.18338 -0.369
C -2.48924 0.84553 -2.39702 -0.068
C 2.19623 2.33400 -2.65806 -0.017
C -0.22857 3.13513 -1.77728 -0.156
C -4.27659 -0.83015 3.09035 -0.054
C 0.00247 -3.66762 -3.65454 -0.040
C -5.46934 -2.35441 -0.24181 -0.027
H -0.75798 -6.37962 -2.69638 0.090
H -5.02456 -1.10572 -3.46344 0.086
H 0.70487 -1.17068 -2.45616 0.078
H 0.19162 -4.50884 1.14018 0.131
H -0.39664 -6.72451 -0.99898 0.095
H -2.60814 1.62890 -3.14458 0.099
H 1.52723 -2.01620 -1.11736 0.057
H -2.98880 -4.17737 -0.60857 0.070
H -0.42435 -5.12891 3.45476 0.118
H -3.59052 -0.53575 -4.31710 0.093
H 4.02859 -2.41263 1.82357 0.096
H -3.81966 -2.14631 4.70294 0.123
H 3.36976 0.51807 -1.07738 0.126
H -4.99710 -0.25099 3.65416 0.113
H -6.05174 0.58189 -1.82682 0.087
H -2.98164 -5.73455 -1.43613 0.099
H -5.92274 -2.09827 0.71793 0.095
H -0.90527 -4.26325 -3.69188 0.086
H -2.28442 1.32546 -1.44368 0.044
H -6.90756 -0.12232 -0.44625 0.095
H 3.06693 -2.68415 3.23327 0.075
H -1.19466 3.44726 -1.39082 0.111
H 0.82138 -4.25208 -4.07297 0.094
H 2.00314 3.81637 -4.19975 0.118
H 2.05476 -2.26514 -2.77792 0.102
H -6.15685 -3.00295 -0.78865 0.101
H -0.23145 4.58017 -3.36219 0.112
H 0.68070 -5.67937 -1.93262 0.094
H -4.52389 0.33674 1.27768 0.125
H -0.14053 -2.78726 -4.28549 0.091
H -1.62338 0.22994 -2.67401 0.091
H -2.19986 -3.87724 4.63366 0.122
H -7.03687 -0.87341 -2.04387 0.096
H 3.18056 1.99318 -2.96760 0.121
H -4.55832 -2.90707 -0.04892 0.070
H -4.91813 0.58138 -3.98229 0.094
H -2.34650 -5.60016 0.21476 0.095
```

The HOMO-LUMO gap comes out at 7.4 eV. The calculation puts the LUMO energy at -2.4135 eV. As for the total energy: -55026.248 eV. As for the charge: +1.


[3]
Below is a 2-piece molecular cluster, C5H15N2O overall at a distorted geometry, with properties calculated with ωB97M-V with the def2-TZVPD basis set.

Structure (XYZ):
```
23
Properties=species:S:1:pos:R:3:mulliken_spin:R:1
O -0.67272 -2.36535 0.84456 0.003
N 0.90852 0.31788 1.55496 0.940
N -3.09936 0.74783 0.11791 0.001
C -0.88486 -0.16429 -0.84946 0.012
C 0.61124 0.13852 -1.05893 0.048
C 2.97307 0.26907 0.05609 0.027
C -1.70044 0.90542 -0.11681 0.007
C 1.52318 -0.20090 0.17849 -0.014
H 2.90989 1.34967 0.04767 -0.001
H 3.48463 -0.09795 -0.82538 0.001
H -3.66702 0.87975 -0.73671 0.000
H -1.29637 1.32876 0.85887 -0.004
H 0.70663 1.24332 -1.28044 0.003
H -1.39747 -0.62039 -1.71126 0.001
H -1.26893 -2.88304 0.16917 0.000
H -3.44104 -0.24052 0.17433 0.001
H 1.42118 -1.27589 0.41549 0.005
H 3.54477 -0.08827 1.00167 0.000
H -1.47289 1.86378 -0.66660 -0.003
H 0.37647 1.21339 1.51992 -0.024
H 0.34065 -0.42779 1.93475 -0.006
H -0.81732 -1.43238 0.37341 -0.004
H 0.91816 -0.46064 -2.00171 0.007
```

The HOMO-LUMO gap (alpha / beta) comes out at 6.1 / 5.5 eV. The calculation puts the LUMO energy (alpha / beta) at -12.4484 / -13.0159 eV. As for the total energy: -10431.022 eV. The spin multiplicity is 2. As for the charge: +2.


[4]
Below is a 2-piece molecular cluster, CHF3NO overall at a distorted geometry, with properties calculated with ωB97M-V with the def2-TZVPD basis set.

Structure (XYZ):
```
7
Properties=species:S:1:pos:R:3:mulliken_spin:R:1
F -0.38982 -1.32491 -1.34986 0.030
F -1.85342 -0.67578 0.31467 -0.018
F -1.05599 0.73661 -1.12470 -0.018
O 1.56569 -0.17329 1.57700 0.576
N 0.91749 0.68850 0.88064 0.894
C -0.68990 -0.30857 -0.37079 0.514
H 1.50596 1.05745 0.07305 0.021
```

The HOMO-LUMO gap (alpha / beta) comes out at 6.4 / 7.1 eV. The calculation puts the LUMO energy (alpha / beta) at 4.8406 / 4.3459 eV. As for the total energy: -12739.344 eV. The spin multiplicity is 3. As for the charge: -1.